Below is C49H54BrNO10SSb as an isolated structure in a non-equilibrium geometry, with properties calculated with ωB97M-V/def2-TZVPD.

Each line ends with the Löwdin charge.
Element x y z (Å)
C (-1.036, 8.713, 0.197)  -0.078
C (0.319, 7.970, -0.217)  -0.267
O (-0.062, 6.759, -0.894)  -0.199
C (0.133, 5.666, 0.026)  -0.347
C (-0.256, 4.333, -0.717)  -0.292
Sb (-1.628, 3.003, 0.407)  1.143
Br (-3.147, 4.993, 1.112)  0.212
C (-2.696, 2.628, -1.489)  -0.360
C (-3.719, 3.731, -1.945)  -0.310
C (-5.188, 3.506, -1.374)  -0.219
C (-5.811, 2.128, -1.893)  -0.163
C (-7.200, 1.970, -1.146)  -0.190
O (-6.991, 1.641, 0.253)  -0.037
C (-8.186, 1.686, 0.944)  -0.481
C (-8.224, 2.157, 2.440)  0.005
O (-9.236, 1.350, 0.437)  0.060
C (-0.483, 3.216, 2.307)  -0.361
N (-0.006, 1.929, 2.865)  -0.194
C (-0.764, 1.477, 4.052)  -0.142
C (-0.360, 1.198, -0.017)  -0.302
O (1.068, 1.494, 0.024)  -0.171
C (1.708, 0.256, 0.099)  -0.265
C (1.744, -0.534, 1.341)  -0.001
C (2.385, -1.839, 1.357)  -0.107
C (3.004, -2.389, 0.158)  -0.112
C (3.012, -1.599, -1.065)  -0.082
C (2.369, -0.286, -1.089)  -0.002
C (-3.127, 1.622, 1.404)  -0.401
S (-3.956, 2.299, 2.874)  0.574
O (-4.181, 1.146, 3.798)  -0.455
O (-5.298, 2.855, 2.586)  -0.441
H (-0.896, 9.816, 0.070)  0.059
H (-1.853, 8.348, -0.480)  0.078
H (-1.285, 8.444, 1.251)  0.065
H (0.869, 7.707, 0.731)  0.105
H (1.003, 8.622, -0.817)  0.108
H (-0.355, 5.809, 1.025)  0.067
H (1.248, 5.601, 0.237)  0.116
H (-0.803, 4.630, -1.660)  0.059
H (0.692, 3.844, -1.053)  0.059
H (-3.166, 1.609, -1.461)  0.044
H (-1.904, 2.575, -2.295)  0.061
H (-3.842, 3.602, -3.067)  0.099
H (-3.362, 4.784, -1.813)  0.071
H (-5.880, 4.297, -1.787)  0.114
H (-5.218, 3.449, -0.259)  0.066
H (-5.205, 1.243, -1.551)  0.101
H (-5.957, 2.110, -3.000)  0.112
H (-7.731, 2.964, -1.168)  0.131
H (-7.839, 1.213, -1.666)  0.120
H (-7.405, 1.688, 3.043)  0.076
H (-9.240, 1.899, 2.839)  0.082
H (-8.130, 3.271, 2.466)  0.090
H (-1.072, 3.819, 3.053)  0.032
H (0.445, 3.821, 2.082)  0.071
H (0.979, 2.026, 3.109)  0.089
H (-1.588, 0.799, 3.701)  0.057
H (-0.074, 0.808, 4.645)  0.084
H (-1.135, 2.320, 4.693)  0.076
H (-0.656, 0.418, 0.740)  0.058
H (-0.689, 0.790, -1.016)  0.075
H (1.262, -0.189, 2.279)  0.094
H (2.362, -2.413, 2.308)  0.094
H (3.461, -3.404, 0.194)  0.085
H (3.477, -1.985, -1.998)  0.078
H (2.380, 0.312, -2.030)  0.109
H (-2.685, 0.630, 1.672)  0.040
H (-3.945, 1.423, 0.657)  0.039
H (-3.165, 3.180, 3.587)  0.047
C (0.371, -6.826, 1.251)  -0.061
C (0.712, -5.487, 1.072)  -0.050
C (0.157, -4.514, 1.889)  0.006
C (-0.750, -4.873, 2.880)  -0.076
C (-1.111, -6.211, 3.045)  -0.086
C (-0.538, -7.187, 2.234)  -0.006
C (-2.115, -6.600, 4.066)  -0.280
O (-2.428, -7.767, 4.214)  0.094
C (-2.738, -5.540, 4.899)  -0.086
C (-3.723, -5.880, 5.821)  -0.007
C (-4.301, -4.897, 6.612)  -0.062
C (-3.891, -3.572, 6.492)  -0.052
C (-2.914, -3.227, 5.571)  0.011
C (-2.341, -4.208, 4.765)  -0.079
C (-1.322, -3.822, 3.758)  -0.275
O (-0.966, -2.665, 3.650)  0.110
H (0.813, -7.587, 0.617)  0.104
H (1.413, -5.203, 0.295)  0.101
H (0.429, -3.475, 1.750)  0.094
H (-0.805, -8.229, 2.366)  0.117
H (-4.044, -6.910, 5.921)  0.117
H (-5.072, -5.163, 7.326)  0.104
H (-4.339, -2.807, 7.115)  0.109
H (-2.601, -2.194, 5.476)  0.125
C (10.528, -3.174, -2.948)  -0.060
C (9.481, -2.989, -2.050)  -0.056
C (8.204, -2.714, -2.517)  0.004
C (7.972, -2.611, -3.885)  -0.081
C (9.026, -2.772, -4.785)  -0.084
C (10.302, -3.066, -4.313)  -0.003
C (8.804, -2.616, -6.245)  -0.279
O (9.722, -2.761, -7.030)  0.100
C (7.443, -2.273, -6.728)  -0.085
C (7.228, -2.067, -8.088)  -0.003
C (5.958, -1.758, -8.551)  -0.059
C (4.893, -1.663, -7.659)  -0.055
C (5.103, -1.862, -6.302)  0.004
C (6.379, -2.158, -5.832)  -0.081
C (6.598, -2.334, -4.375)  -0.274
O (5.671, -2.247, -3.594)  0.103
H (11.523, -3.398, -2.582)  0.106
H (9.661, -3.062, -0.984)  0.108
H (7.390, -2.576, -1.815)  0.124
H (11.122, -3.205, -5.008)  0.119
H (8.053, -2.142, -8.787)  0.119
H (5.794, -1.593, -9.610)  0.106
H (3.900, -1.428, -8.023)  0.109
H (4.272, -1.782, -5.611)  0.123

The HOMO-LUMO gap comes out at 4.67 eV. For the energy above the lowest of the compared OMol25 structures with the same formula, charge and spin, the calculation gives 0.00 kJ/mol. As for the multiplicity: 1. The charge is -1.